No. 1
{
  "formula": "C23H15F12IN3O2Pt",
  "method": "ωB97M-V/def2-TZVPD",
  "homo_lumo_gap_ev": [9.137, 6.744],
  "fmax_ev_per_a": 0.846,
  "lumo_energy_ev": [-2.5, -5.4],
  "multiplicity": 5,
  "charge": 1,
  "energy_ev": -76607.87242,
  "e_above_lowest_kcal_mol": 5.2,
  "homo_ha": [-0.4288, -0.4472],
  "species": ["Pt", "C", "C", "C", "C", "C", "N", "C", "C", "C", "C", "C", "C", "C", "C", "O", "C", "F", "F", "F", "C", "F", "F", "F", "C", "C", "C", "O", "C", "F", "F", "F", "C", "F", "F", "F", "H", "H", "H", "H", "H", "H", "H", "H", "H", "H", "H", "H", "I", "C", "C", "N", "N", "C", "H", "H", "H"],
  "positions_angstrom": [[-0.035, -0.003, -0.192], [4.573, 3.411, 3.192], [3.439, 2.480, 2.839], [2.207, 2.566, 3.472], [1.197, 1.672, 3.163], [1.391, 0.695, 2.199], [0.339, -0.207, 1.913], [-0.129, -1.129, 2.750], [0.524, -1.287, 4.016], [0.148, -2.261, 4.891], [-0.881, -3.150, 4.557], [-1.277, -4.265, 5.479], [-1.515, -3.006, 3.314], [-1.195, -2.026, 2.408], [-1.957, -1.997, 1.074], [-1.664, -0.983, 0.171], [-1.702, -3.340, 0.310], [-0.399, -3.636, 0.383], [-2.396, -4.353, 0.828], [-2.022, -3.232, -0.973], [-3.484, -1.774, 1.345], [-3.625, -0.566, 1.904], [-4.158, -1.795, 0.200], [-4.039, -2.664, 2.161], [2.594, 0.629, 1.482], [3.610, 1.504, 1.856], [2.807, -0.453, 0.397], [1.660, -1.104, -0.056], [3.468, 0.126, -0.893], [2.549, 0.952, -1.487], [4.561, 0.858, -0.721], [3.739, -0.828, -1.760], [3.700, -1.575, 1.000], [3.205, -1.932, 2.192], [4.950, -1.137, 1.178], [3.735, -2.654, 0.235], [4.369, 3.958, 4.111], [4.741, 4.142, 2.398], [5.504, 2.858, 3.322], [2.041, 3.321, 4.234], [0.240, 1.714, 3.673], [1.352, -0.633, 4.251], [0.663, -2.363, 5.839], [-1.043, -4.029, 6.516], [-0.731, -5.177, 5.217], [-2.341, -4.491, 5.397], [-2.287, -3.719, 3.071], [4.581, 1.426, 1.393], [-2.381, 5.626, 0.426], [-1.046, 4.105, 0.081], [0.331, 4.189, 0.064], [0.806, 2.962, -0.187], [-0.194, 2.087, -0.368], [-1.331, 2.769, -0.187], [0.988, 5.034, 0.197], [1.760, 2.676, -0.341], [-2.289, 2.276, -0.261]],
  "mulliken_spin": [1.77, 0.00, 0.04, -0.02, 0.06, -0.07, 0.68, 0.08, 0.20, -0.03, 0.16, -0.01, 0.02, 0.04, 0.07, 0.33, 0.02, 0.00, 0.00, 0.00, 0.03, 0.00, 0.00, 0.00, 0.01, 0.00, 0.04, 0.33, 0.01, 0.01, 0.00, 0.00, 0.02, 0.00, 0.00, 0.00, 0.00, 0.00, 0.00, 0.00, -0.01, -0.01, 0.01, 0.00, 0.03, 0.01, 0.00, 0.00, 0.00, 0.00, 0.01, -0.02, 0.16, -0.01, 0.00, 0.00, 0.00]
}

=====

No. 2
{
  "formula": "C2H4BrClIN",
  "method": "ωB97M-V/def2-TZVPD",
  "homo_lumo_gap_ev": [7.950, 7.769],
  "fmax_ev_per_a": 2.881,
  "lumo_energy_ev": [0.0, -1.7],
  "multiplicity": 3,
  "energy_ev": -94289.57979,
  "e_above_lowest_kcal_mol": 33.7,
  "homo_ha": [-0.2934, -0.3488],
  "species": ["C", "C", "N", "Cl", "Br", "I", "H", "H", "H", "H"],
  "positions_angstrom": [[0.630, -0.878, 0.887], [-0.428, 1.344, -0.862], [0.272, -0.984, -0.507], [0.939, 1.846, -1.691], [-0.972, 2.368, 0.725], [-1.357, -2.110, -0.815], [-0.272, -0.565, 1.353], [0.862, -1.842, 1.390], [1.654, -0.268, 1.035], [-1.328, 1.088, -1.517]],
  "mulliken_spin": [-0.01, 0.81, 0.89, 0.11, 0.07, 0.08, 0.02, 0.04, 0.01, 0.00]
}

=====

No. 3
{
  "formula": "C29H40NO3P2SiSn",
  "method": "ωB97M-V/def2-TZVPD",
  "homo_lumo_gap_ev": 5.717,
  "fmax_ev_per_a": 2.485,
  "lumo_energy_ev": -4.0,
  "charge": 1,
  "energy_ev": -70635.27600,
  "e_above_lowest_kcal_mol": 61.8,
  "homo_ha": -0.3571,
  "species": ["C", "C", "N", "C", "C", "C", "C", "P", "Sn", "P", "C", "O", "O", "H", "H", "H", "C", "C", "H", "H", "H", "H", "C", "C", "H", "H", "H", "H", "H", "H", "H", "H", "H", "H", "H", "H", "H", "H", "H", "H", "H", "H", "O", "Si", "C", "C", "C", "C", "C", "C", "C", "C", "C", "C", "C", "C", "C", "C", "C", "C", "C", "C", "H", "H", "H", "H", "H", "H", "H", "H", "H", "H", "H", "H", "H", "H", "H"],
  "positions_angstrom": [[-0.904, 1.229, -5.694], [-1.013, 0.869, -4.325], [-0.065, 1.323, -3.437], [0.781, 2.298, -3.775], [0.876, 2.731, -5.105], [0.040, 2.163, -6.074], [-2.163, 0.131, -3.884], [-2.440, -0.172, -2.163], [-0.280, 0.723, -0.882], [1.999, 1.732, -1.297], [1.716, 2.870, -2.708], [0.229, -4.206, -6.603], [0.440, -5.550, -1.595], [-1.619, 0.775, -6.378], [1.610, 3.489, -5.345], [0.173, 2.402, -7.128], [-3.957, 0.748, -1.709], [-2.802, -1.943, -2.011], [2.686, 3.084, -3.179], [1.330, 3.826, -2.322], [-0.347, -3.473, -6.838], [-3.051, 0.274, -4.484], [2.416, 2.767, 0.136], [3.524, 0.827, -1.745], [1.214, -0.588, -1.730], [1.223, -5.197, -1.158], [0.088, -4.798, -2.070], [0.843, -3.813, -5.968], [-1.173, 2.255, -0.640], [1.457, -1.207, -2.124], [-4.835, 0.394, -2.263], [-4.151, 0.630, -0.641], [-3.845, 1.818, -1.918], [-3.409, -2.273, -2.870], [-1.861, -2.511, -2.018], [-3.344, -2.133, -1.075], [4.374, 1.522, -1.882], [3.775, 0.113, -0.943], [3.370, 0.266, -2.680], [3.193, 3.513, -0.099], [1.533, 3.297, 0.518], [2.786, 2.143, 0.961], [-0.007, -0.667, 0.647], [0.037, -0.581, 2.278], [0.042, 1.213, 2.779], [-1.033, 2.003, 2.362], [-1.024, 3.381, 2.574], [0.026, 3.966, 3.285], [1.070, 3.169, 3.760], [1.096, 1.800, 3.477], [-1.517, -1.229, 3.099], [-2.524, -1.776, 2.297], [-3.761, -2.123, 2.857], [-3.980, -1.958, 4.228], [-2.972, -1.426, 5.037], [-1.748, -1.055, 4.472], [1.531, -1.431, 2.985], [1.437, -2.438, 3.953], [2.589, -3.066, 4.446], [3.848, -2.713, 3.949], [3.956, -1.684, 3.003], [2.801, -1.066, 2.511], [-1.876, 1.549, 1.831], [-1.835, 3.992, 2.169], [0.024, 5.042, 3.473], [1.879, 3.614, 4.344], [1.936, 1.187, 3.800], [-2.346, -1.921, 1.225], [-4.548, -2.524, 2.212], [-4.939, -2.244, 4.659], [-3.138, -1.298, 6.104], [-0.978, -0.612, 5.101], [0.458, -2.729, 4.329], [2.500, -3.845, 5.206], [4.745, -3.223, 4.305], [4.938, -1.373, 2.637], [2.894, -0.284, 1.750]],
  "mulliken_charge": [-1.03, 0.76, 0.22, 0.55, -0.91, -0.40, -1.46, 1.13, 0.43, 1.01, -1.19, -0.62, -0.61, 0.49, 0.48, 0.41, -1.38, -1.18, 0.53, 0.45, 0.32, 0.32, -1.09, -1.42, -0.25, 0.31, 0.30, 0.30, 0.08, 0.12, 0.42, 0.42, 0.34, 0.43, 0.25, 0.36, 0.45, 0.35, 0.40, 0.53, 0.29, 0.29, 0.00, -0.13, 0.43, -0.20, -0.80, -0.53, -0.62, -0.36, 0.14, -0.29, -0.46, -0.54, -0.75, -0.16, 0.35, -0.43, -0.70, -0.51, -0.74, 0.13, 0.66, 0.42, 0.39, 0.40, 0.48, 0.18, 0.38, 0.39, 0.41, 0.46, 0.40, 0.40, 0.39, 0.40, 0.21]
}

=====

No. 4
{
  "formula": "C2H7S2",
  "method": "ωB97M-V/def2-TZVPD",
  "homo_lumo_gap_ev": 5.803,
  "fmax_ev_per_a": 2.512,
  "lumo_energy_ev": 3.2,
  "charge": -1,
  "energy_ev": -23858.66330,
  "e_above_lowest_kcal_mol": 12.7,
  "homo_ha": -0.0941,
  "species": ["S", "H", "C", "C", "S", "H", "H", "H", "H", "H", "H"],
  "positions_angstrom": [[-0.666, 0.945, 2.921], [-0.847, -0.410, 2.977], [0.816, 0.363, -0.202], [-0.021, -0.789, -0.707], [-1.353, -0.372, -1.899], [1.400, 0.735, -1.072], [0.327, 1.241, 0.199], [1.609, 0.007, 0.453], [-0.618, -1.136, 0.136], [0.654, -1.536, -1.114], [-1.302, 0.952, -1.691]],
  "mulliken_charge": [-0.88, -0.08, -1.25, -0.13, -0.29, 0.40, 0.31, 0.30, 0.21, 0.30, 0.11]
}

=====

No. 5
{
  "formula": "C2H5N3O3",
  "method": "ωB97M-V/def2-TZVPD",
  "homo_lumo_gap_ev": 8.060,
  "fmax_ev_per_a": 7.447,
  "lumo_energy_ev": -1.8,
  "energy_ev": -12758.69229,
  "e_above_lowest_kcal_mol": 205.4,
  "homo_ha": -0.3633,
  "species": ["C", "C", "H", "H", "H", "H", "H", "N", "N", "N", "O", "O", "O"],
  "positions_angstrom": [[0.472, -0.032, 0.329], [-2.243, 0.030, -0.608], [4.068, -0.028, -0.839], [1.457, -1.251, -0.674], [0.737, 1.678, 1.260], [-1.718, -0.264, 1.358], [-1.382, 0.411, -1.398], [1.754, -0.599, 0.201], [-0.068, 0.899, 1.009], [-1.723, -0.752, 0.447], [2.592, 0.464, -0.704], [-0.515, -1.023, 0.088], [-3.429, 0.467, -0.467]],
  "mulliken_charge": [0.37, 0.31, 0.37, 0.37, 0.29, 0.35, 0.21, -0.15, -0.61, -0.18, -0.49, -0.30, -0.53]
}

=====

No. 6
{
  "formula": "C39H37As2F5FeN2O4PS2",
  "method": "ωB97M-V/def2-TZVPD",
  "homo_lumo_gap_ev": [7.087, 7.076],
  "fmax_ev_per_a": 0.457,
  "lumo_energy_ev": [-3.2, -3.3],
  "multiplicity": 5,
  "charge": 1,
  "energy_ev": -252822.02241,
  "e_above_lowest_kcal_mol": 0.0,
  "homo_ha": [-0.3795, -0.3820],
  "species": ["Fe", "C", "As", "C", "C", "C", "C", "C", "C", "C", "As", "C", "C", "H", "H", "H", "H", "H", "H", "H", "H", "H", "H", "H", "H", "H", "H", "H", "H", "S", "C", "C", "C", "C", "C", "C", "N", "C", "C", "C", "C", "C", "C", "C", "C", "N", "C", "C", "C", "C", "C", "S", "C", "H", "H", "H", "H", "H", "H", "H", "H", "H", "H", "H", "H", "C", "O", "P", "O", "C", "O", "C", "H", "H", "H", "H", "H", "H", "H", "H", "H", "F", "C", "C", "F", "C", "F", "C", "O", "C", "F", "C", "F"],
  "positions_angstrom": [[-0.049, -0.083, 0.371], [3.235, 0.365, -1.246], [1.347, 0.355, -1.713], [1.354, -1.253, -2.812], [1.180, 1.765, -3.039], [0.895, 1.435, -4.362], [0.731, 2.427, -5.318], [0.857, 3.758, -4.956], [1.145, 4.091, -3.640], [1.304, 3.110, -2.666], [1.694, 3.588, -0.798], [3.497, 4.301, -1.099], [0.774, 5.316, -0.712], [3.840, 0.296, -2.148], [3.424, -0.501, -0.613], [3.487, 1.263, -0.689], [2.162, -1.225, -3.542], [0.401, -1.385, -3.323], [1.506, -2.099, -2.142], [0.799, 0.400, -4.661], [0.508, 2.158, -6.342], [0.734, 4.538, -5.696], [1.243, 5.136, -3.374], [3.488, 5.004, -1.931], [4.201, 3.499, -1.317], [3.821, 4.813, -0.194], [1.248, 6.056, -1.354], [0.810, 5.671, 0.317], [-0.270, 5.200, -0.996], [-5.444, -0.008, -1.920], [-7.078, -0.359, -2.267], [-7.359, -1.680, -2.101], [-6.227, -2.424, -1.685], [-5.104, -1.656, -1.543], [-3.767, -2.085, -1.127], [-2.815, -1.136, -0.708], [-1.599, -1.446, -0.308], [-1.234, -2.751, -0.279], [-2.099, -3.772, -0.678], [-1.652, -5.138, -0.607], [-0.428, -5.446, -0.133], [0.473, -4.416, 0.310], [1.743, -4.676, 0.846], [2.544, -3.642, 1.286], [2.040, -2.331, 1.143], [0.870, -2.066, 0.609], [0.075, -3.081, 0.215], [3.861, -3.848, 1.890], [4.878, -2.942, 2.012], [6.022, -3.477, 2.656], [5.850, -4.779, 3.014], [4.308, -5.363, 2.577], [-3.380, -3.409, -1.118], [-7.744, 0.430, -2.575], [-8.337, -2.106, -2.263], [-6.257, -3.484, -1.479], [-3.075, -0.084, -0.695], [-2.330, -5.917, -0.931], [-0.105, -6.477, -0.071], [2.088, -5.701, 0.915], [2.601, -1.474, 1.500], [4.826, -1.927, 1.643], [6.928, -2.921, 2.844], [6.547, -5.428, 3.518], [-4.061, -4.183, -1.450], [-2.167, 2.737, -1.808], [-2.714, 2.270, -0.568], [-1.710, 1.865, 0.629], [-2.756, 1.346, 1.709], [-3.891, 2.129, 2.138], [-1.282, 3.337, 1.105], [-0.388, 3.487, 2.225], [-2.813, 2.381, -2.608], [-1.155, 2.358, -1.967], [-2.148, 3.826, -1.810], [-4.788, 1.715, 1.682], [-3.778, 3.172, 1.849], [-3.951, 2.045, 3.220], [-0.223, 4.554, 2.344], [0.554, 2.974, 2.033], [-0.851, 3.091, 3.131], [0.498, -0.615, 7.122], [0.624, -0.319, 5.829], [1.628, 0.532, 5.397], [2.470, 1.059, 6.283], [1.763, 0.836, 4.054], [2.741, 1.668, 3.671], [0.906, 0.307, 3.084], [1.035, 0.600, 1.806], [-0.096, -0.542, 3.563], [-0.963, -1.066, 2.661], [-0.246, -0.859, 4.897], [-1.222, -1.680, 5.285]],
  "mulliken_spin": [3.58, 0.00, 0.07, 0.00, 0.02, 0.00, 0.00, 0.00, 0.00, 0.00, 0.01, 0.00, 0.00, 0.00, 0.00, 0.00, 0.00, 0.00, 0.00, 0.00, 0.00, 0.00, 0.00, 0.00, 0.00, 0.00, 0.00, 0.00, 0.00, 0.00, 0.00, 0.00, 0.00, 0.00, 0.00, 0.00, 0.04, -0.02, 0.00, 0.00, 0.00, 0.01, 0.00, 0.00, 0.00, 0.05, 0.04, 0.00, 0.00, 0.00, 0.00, 0.00, 0.01, 0.00, 0.00, 0.00, -0.01, 0.00, 0.00, 0.00, -0.01, 0.00, 0.00, 0.00, 0.00, 0.00, 0.00, 0.14, 0.00, 0.00, -0.01, 0.00, 0.00, 0.00, 0.00, 0.00, 0.00, 0.00, 0.00, 0.00, 0.00, 0.00, 0.01, 0.00, 0.00, 0.01, 0.00, 0.00, 0.03, 0.01, 0.03, 0.00, 0.00]
}

=====

Which formula does entry 2 have? C2H4BrClIN